{"formula": "C30H39N2O2", "method": "ωB97M-V/def2-TZVPD", "e_homo_ev": -10.644, "lumo_ev": -2.27, "total_charge": 1, "relative_energy_kj_mol": 13.4, "spin_multiplicity": 1, "e_tot_ev": -38812.950, "gap_ev": 8.4, "species": ["C", "H", "H", "H", "C", "C", "C", "C", "C", "C", "C", "H", "H", "O", "C", "H", "H", "C", "C", "N", "H", "C", "C", "C", "N", "H", "C", "C", "H", "H", "H", "H", "C", "C", "C", "C", "C", "C", "C", "H", "H", "H", "H", "H", "H", "H", "H", "H", "H", "H", "H", "H", "H", "O", "H", "H", "H", "H", "C", "C", "C", "C", "C", "C", "H", "H", "H", "H", "H", "C", "H", "H", "H"], "xyz": [[-4.0410, -1.5053, -2.4402], [-4.9081, -0.8859, -2.2273], [-3.5641, -1.1241, -3.3410], [-4.3696, -2.5221, -2.6379], [-3.0383, -1.4655, -1.2776], [-2.4872, -0.0512, -1.2246], [-3.3180, 0.9695, -0.7613], [-2.8984, 2.2788, -0.7400], [-1.6200, 2.6290, -1.1839], [-0.7804, 1.6207, -1.6369], [-1.2225, 0.3033, -1.6620], [-0.5582, -0.4477, -2.0634], [0.2071, 1.8418, -2.0149], [-1.3537, 3.9653, -1.1653], [-0.0460, 4.4684, -1.2846], [0.6641, 3.7323, -1.6655], [-0.0917, 5.3059, -1.9905], [0.4499, 4.9874, 0.0817], [0.5648, 3.8607, 1.1124], [1.6164, 2.9302, 0.7212], [2.3458, 3.4977, 0.2937], [2.1990, 2.1972, 1.8328], [1.1981, 1.1610, 2.3639], [0.8523, 0.1576, 1.2743], [2.0780, -0.5308, 0.8050], [2.5268, -0.9642, 1.6219], [3.0395, 0.4543, 0.2572], [3.4414, 1.4501, 1.3354], [4.1584, 2.1550, 0.9149], [3.9294, 0.9397, 2.1681], [3.9088, -0.0823, -0.1279], [2.5436, 0.9868, -0.5557], [1.7892, -1.6212, -0.1670], [3.0197, -2.4517, -0.4187], [3.5049, -3.2819, 0.5872], [4.6450, -4.0370, 0.3792], [5.3075, -3.9704, -0.8360], [4.8268, -3.1501, -1.8426], [3.6889, -2.3893, -1.6343], [3.3135, -1.7552, -2.4239], [5.3363, -3.1019, -2.7919], [6.1932, -4.5634, -0.9995], [5.0116, -4.6822, 1.1619], [2.9796, -3.3566, 1.5301], [0.9949, -2.2447, 0.2520], [1.4272, -1.1651, -1.0894], [0.4018, 0.6774, 0.4240], [0.1510, -0.5902, 1.6502], [0.2834, 1.6554, 2.6860], [1.6255, 0.6552, 3.2323], [2.4846, 2.8640, 2.6655], [0.7797, 4.3191, 2.0895], [-0.3933, 3.3374, 1.1754], [1.7300, 5.5691, -0.0449], [1.6652, 6.3857, -0.5502], [-0.2802, 5.7172, 0.4572], [-3.5510, 3.0659, -0.3981], [-4.3099, 0.7274, -0.4115], [-3.6710, -1.8007, 0.0654], [-3.0056, -1.4321, 1.2307], [-3.5114, -1.7505, 2.4767], [-4.6993, -2.4535, 2.5819], [-5.3682, -2.8307, 1.4317], [-4.8577, -2.5100, 0.1846], [-5.4014, -2.8176, -0.6939], [-6.2958, -3.3783, 1.5023], [-5.1000, -2.7024, 3.5525], [-2.9818, -1.4466, 3.3686], [-2.0859, -0.8659, 1.1550], [-1.9605, -2.5288, -1.5345], [-1.1818, -2.4872, -0.7753], [-1.5144, -2.4073, -2.5185], [-2.4164, -3.5153, -1.4921]], "atomic_forces_ev_per_a": [[0.09, -0.08, 0.12], [-0.12, 0.05, -0.02], [0.02, 0.00, -0.07], [-0.11, -0.11, -0.04], [0.02, -0.12, -0.13], [0.16, -0.03, -0.03], [0.15, 0.11, -0.09], [0.12, 0.14, -0.04], [-0.15, -0.29, 0.05], [0.18, 0.47, -0.12], [-0.26, -0.14, 0.05], [0.05, -0.10, -0.04], [0.06, 0.05, -0.01], [-0.21, -0.03, 0.08], [0.48, 0.26, 0.13], [-0.07, 0.06, -0.02], [0.05, -0.13, 0.06], [-0.64, -0.45, -0.01], [-0.08, 0.29, -0.08], [0.30, 0.24, -0.13], [0.03, -0.08, 0.05], [0.10, -0.13, 0.27], [0.20, 0.18, -0.26], [-0.73, 0.42, 0.50], [0.06, -0.17, 0.18], [-0.06, 0.02, -0.15], [0.82, 0.52, -0.16], [-0.40, 0.11, -0.04], [0.08, -0.04, -0.03], [0.07, 0.00, 0.03], [-0.18, -0.04, 0.04], [-0.08, -0.21, 0.00], [0.06, -0.66, -0.38], [-0.04, 0.04, 0.01], [-0.05, 0.07, -0.10], [0.05, -0.01, 0.07], [-0.01, 0.00, -0.01], [0.03, 0.00, -0.03], [-0.09, -0.02, 0.07], [-0.05, 0.09, -0.10], [0.06, 0.00, -0.10], [0.09, -0.06, -0.02], [0.04, -0.07, 0.07], [-0.08, -0.05, 0.13], [0.00, 0.21, 0.04], [-0.03, 0.08, 0.15], [0.11, -0.21, 0.00], [0.12, -0.08, -0.14], [-0.08, -0.08, 0.05], [-0.03, -0.01, 0.09], [-0.04, -0.09, -0.14], [-0.05, -0.03, -0.04], [-0.03, 0.11, 0.04], [0.19, 0.03, -0.07], [0.04, 0.00, 0.01], [0.07, -0.12, -0.03], [-0.10, 0.11, 0.06], [-0.13, -0.01, 0.06], [-0.03, -0.02, 0.03], [0.01, -0.05, 0.07], [0.10, 0.01, 0.05], [-0.08, -0.05, 0.05], [-0.06, -0.06, 0.12], [0.06, 0.06, -0.08], [-0.06, -0.02, -0.13], [-0.09, -0.05, 0.01], [-0.05, -0.02, 0.08], [0.03, 0.02, 0.07], [0.03, 0.05, 0.00], [-0.12, 0.18, -0.06], [0.11, -0.01, 0.08], [0.11, 0.00, -0.14], [-0.01, -0.08, 0.00]]}